# C32H48BrGe2OPdSb

C32H48BrGe2OPdSb as an isolated structure (ωB97M-V with the def2-TZVPD basis set, the OMol25 dataset).

XYZ file:
```
86
Properties=species:S:1:pos:R:3:mulliken_charge:R:1
Pd -0.42729 -0.76626 -0.24690 0.06
C 5.17931 4.47877 -1.42366 -1.56
C 4.59238 4.53568 -0.00272 1.91
C 4.38248 6.00041 0.38090 -2.10
C 5.58448 3.90404 0.98900 -1.59
C 3.30196 3.73704 0.02232 -0.39
C 3.34692 2.36125 -0.30406 -0.14
C 2.20830 1.62734 -0.30371 -0.59
Br 2.27916 -0.20217 -0.76778 -0.15
C 0.91180 2.18934 0.02918 0.13
O -0.13031 1.49664 0.01581 -0.01
C 0.88289 3.60631 0.38607 -0.50
C 2.06415 4.30684 0.36083 0.21
C -0.43570 4.25285 0.78107 2.11
C -0.25211 5.73058 1.13689 -2.29
C -1.00812 3.54571 2.02178 -1.41
C -1.42180 4.17569 -0.40061 -1.61
H 6.10860 5.04891 -1.45274 0.45
H 4.49080 4.91313 -2.15022 0.38
H 5.40647 3.45864 -1.73466 0.33
H 5.34049 6.51872 0.34217 0.44
H 3.99417 6.10432 1.39578 0.42
H 3.70595 6.50896 -0.30823 0.41
H 6.51672 4.47006 0.97625 0.45
H 5.82089 2.87094 0.73265 0.34
H 5.18892 3.92309 2.00578 0.38
H 4.28653 1.89388 -0.56367 0.49
H 2.04618 5.35373 0.61684 0.69
H 0.42543 5.86676 1.98196 0.45
H -1.21893 6.14460 1.42265 0.44
H 0.11718 6.31389 0.29092 0.43
H -0.32711 3.64788 2.86915 0.35
H -1.18855 2.48826 1.84608 0.07
H -1.95342 4.01726 2.29741 0.46
H -1.02940 4.71677 -1.26395 0.36
H -2.36359 4.64665 -0.11297 0.47
H -1.62286 3.14944 -0.69876 0.18
C -4.64468 -1.64458 0.00388 -1.06
Sb -3.03847 -0.28797 -0.30377 0.98
C -3.54470 0.47771 -2.22252 -1.36
C -3.78048 1.29470 0.91156 -1.18
H -5.50634 -1.26703 -0.54570 0.49
H -4.87745 -1.67355 1.06638 0.50
H -4.39472 -2.64318 -0.34462 0.12
H -4.56143 0.86788 -2.20294 0.46
H -3.47562 -0.32052 -2.95890 0.35
H -2.85204 1.27273 -2.49473 0.38
H -4.85354 1.38327 0.74533 0.54
H -3.29032 2.22864 0.64828 0.16
H -3.59369 1.07828 1.96231 0.40
C 0.30061 -4.34834 2.03290 -1.19
Ge -0.47893 -2.58420 1.66100 0.56
C -2.29342 -2.58127 2.39454 -1.16
C 0.63525 -1.27775 2.62062 -1.27
Ge -0.48878 -3.00700 -1.06160 -0.25
C -2.19257 -3.88498 -1.44327 0.32
C -2.92007 -3.47702 -2.56258 -0.47
C -4.14613 -4.05407 -2.86619 -0.66
C -4.66757 -5.04245 -2.04344 -0.55
C -3.95408 -5.46269 -0.92832 -0.72
C -2.72225 -4.89265 -0.63562 0.11
C 0.95539 -4.28780 -1.23905 0.84
C 0.73120 -5.51584 -1.86195 -0.47
C 1.77126 -6.41981 -2.03034 -0.70
C 3.04580 -6.10569 -1.58118 -0.45
C 3.28334 -4.88407 -0.96293 -0.81
C 2.24422 -3.98282 -0.79775 -0.24
H 0.19742 -4.51366 3.10800 0.52
H 1.35420 -4.38785 1.76743 0.36
H -0.21313 -5.14894 1.50347 0.31
H -2.26603 -3.08502 3.36297 0.53
H -2.98564 -3.11930 1.74801 0.21
H -2.66283 -1.56677 2.55052 0.34
H 0.62642 -1.55580 3.67747 0.47
H 0.26093 -0.25729 2.53170 0.26
H 1.66470 -1.31066 2.26543 0.35
H -2.51985 -2.70738 -3.21474 0.49
H -4.69278 -3.73436 -3.74418 0.43
H -5.62497 -5.49088 -2.27401 0.40
H -4.35457 -6.23998 -0.29025 0.43
H -2.17205 -5.24462 0.22983 0.22
H -0.26106 -5.77148 -2.21593 0.38
H 1.58573 -7.37061 -2.51294 0.41
H 3.85512 -6.81200 -1.71151 0.39
H 4.27670 -4.63921 -0.60920 0.41
H 2.43897 -3.03806 -0.29834 0.35
```

- E_LUMO (spin up / spin down) (Eh) = -0.06636 / -0.18607
- relative energy (zero: lowest compared OMol25 entry of this formula, charge and spin) (eV) = 0.0000
- spin multiplicity = 4
- HOMO energy (spin up / spin down) (eV) = -9.255 / -11.548
- <S²> = 3.791
- HOMO-LUMO gap (spin up / spin down) (eV) = 7.4 / 6.5
- charge = +1